Formula: C4H11O3
Source: OMol25
Level of theory: ωB97M-V with the def2-TZVPD basis set

Structure (XYZ):
```
18
Properties=species:S:1:pos:R:3
C -0.0881 -2.2047 0.3792
O 0.5858 -3.1922 1.5534
C 0.7392 -0.9453 0.2578
C 0.0436 0.3096 -0.2381
C 0.9517 1.5741 -0.2484
O 0.2892 2.7335 -0.0428
H -0.9976 -1.9489 0.9221
H -0.5239 -2.5966 -0.5828
H 0.0248 -3.4411 0.6973
H 1.2526 -0.7605 1.2053
H 1.7141 -1.2145 -0.2255
H -0.8119 0.4076 0.4603
H -0.4907 0.3597 -1.2039
H 1.7578 1.3520 0.5051
H 1.5243 1.5548 -1.2191
H -2.4341 3.0718 -1.2093
H -1.2701 2.5772 -0.4298
O -2.2668 2.3637 -0.5809
```

Calculated values
HOMO = -0.1173 Eh
LUMO = 3.444 eV
Charge = -1
Gap between HOMO and LUMO = 6.635 eV
Energy above the lowest of the compared OMol25 structures with the same formula, charge and spin = 93.64 kcal/mol

List of natural (NBO) charges in e, atom by atom:
1 C -0.205
2 O -0.722
3 C -0.423
4 C -0.458
5 C 0.011
6 O -0.934
7 H 0.197
8 H 0.206
9 H 0.445
10 H 0.226
11 H 0.189
12 H 0.200
13 H 0.207
14 H 0.074
15 H 0.077
16 H 0.435
17 H 0.508
18 O -1.032


Formula: C2H6N4S
Source: OMol25
Level of theory: ωB97M-V with the def2-TZVPD basis set

Structure (XYZ):
```
13
Properties=species:S:1:pos:R:3
C -0.1685 -0.3401 -0.9942
C 0.4155 -0.4443 0.4769
N -1.8187 -1.2126 0.4651
N -1.5765 -0.6407 -0.7047
N -0.8188 -1.1457 1.2619
N 0.7401 0.6918 1.1746
S -0.7734 -1.5802 2.8136
H -0.2119 0.6442 -1.4740
H 0.2373 -1.0117 -1.7364
H 1.2537 -1.0449 0.4177
H -2.3714 -0.5878 -1.3488
H 0.4033 1.7025 0.9343
H 0.5005 0.5922 2.1196
```

Calculated values
2S+1 = 3
HOMO (spin up / spin down) = -0.2141 / -0.3240 Eh
LUMO (spin up / spin down) = 0.869 / -1.377 eV
Gap between HOMO and LUMO (spin up / spin down) = 6.696 / 7.440 eV
Energy above the lowest of the compared OMol25 structures with the same formula, charge and spin = 0.00 kcal/mol

List of natural (NBO) charges in e, atom by atom:
1 C -0.263
2 C 0.108
3 N -0.146
4 N -0.392
5 N -0.425
6 N -0.854
7 S 0.205
8 H 0.210
9 H 0.202
10 H 0.187
11 H 0.409
12 H 0.379
13 H 0.382


Formula: C4H11N3O2
Source: OMol25
Level of theory: ωB97M-V with the def2-TZVPD basis set

Structure (XYZ):
```
20
Properties=species:S:1:pos:R:3
C -0.2721 2.4063 -0.4920
N 0.9515 1.6839 -0.4632
C 1.0127 0.5805 0.1790
N 0.1436 0.0077 1.0073
C 0.3531 -1.2632 1.6666
C 2.4795 -0.0605 -0.0151
O 2.8392 -1.1055 0.4556
O 3.1720 0.7471 -0.7624
H -0.8603 2.2564 0.3602
H -0.0588 3.4850 -0.6027
H -0.8242 2.1345 -1.3898
H -0.7473 0.4034 0.9116
H 0.1466 -2.0307 1.0158
H 1.3766 -1.2427 1.8059
H -0.1789 -1.3034 2.6302
H 2.6052 1.5654 -0.8158
N -1.3566 -1.9364 -1.3052
H -0.5175 -2.3184 -1.0504
H -1.9483 -2.6760 -0.9689
H -1.5241 -1.1057 -0.8527
```

Calculated values
HOMO = -0.3473 Eh
LUMO = 0.593 eV
Gap between HOMO and LUMO = 10.044 eV
Energy above the lowest of the compared OMol25 structures with the same formula, charge and spin = 42.87 kcal/mol

List of natural (NBO) charges in e, atom by atom:
1 C -0.436
2 N -0.554
3 C 0.351
4 N -0.587
5 C -0.405
6 C 0.756
7 O -0.590
8 O -0.657
9 H 0.164
10 H 0.213
11 H 0.207
12 H 0.381
13 H 0.186
14 H 0.245
15 H 0.202
16 H 0.518
17 N -1.045
18 H 0.348
19 H 0.354
20 H 0.346


Formula: C27H46FO6S
Source: OMol25
Level of theory: ωB97M-V with the def2-TZVPD basis set

Structure (XYZ):
```
81
Properties=species:S:1:pos:R:3
C 8.5914 -0.4803 -1.0438
C 7.1194 -0.2336 -1.3022
S 6.3084 -1.7191 -1.9531
C 4.6137 -1.0999 -2.1612
C 3.5631 -2.1768 -2.0525
C 3.5799 -2.7912 -0.6711
C 3.0268 -4.2020 -0.5778
F 4.0622 -5.1403 -0.5354
C 2.2677 -1.4352 -2.3150
C 0.9871 -2.2668 -2.3455
C -0.2826 -1.3894 -2.4208
C -0.8658 -0.8763 -1.1290
C -2.2049 -0.4625 -1.1077
C -2.7702 0.1284 0.0190
C -2.0003 0.2986 1.1683
C -0.6890 -0.1630 1.1897
C -0.1438 -0.7382 0.0558
H 8.7627 -1.2987 -0.3519
H 9.1161 -0.6265 -1.9837
H 9.0199 0.4177 -0.5943
H 6.6066 0.1072 -0.4054
H 7.0000 0.5610 -2.0383
H 4.5390 -0.5996 -3.1248
H 4.4497 -0.3289 -1.3628
H 3.0381 -2.1323 0.0479
H 4.5939 -2.8696 -0.2831
H 2.4290 -4.3211 0.3281
H 2.3955 -4.4392 -1.4268
H 2.1566 -0.5654 -1.6231
H 2.3727 -1.0208 -3.3225
H 0.9969 -2.8467 -3.2640
H 0.8670 -2.9367 -1.4969
H -0.0040 -0.4898 -2.9812
H -1.0649 -1.8860 -2.9933
H -2.8115 -0.5669 -1.9993
H -3.7898 0.4806 0.0242
H -2.3880 0.7850 2.0507
H -0.0636 -0.0565 2.0616
H 0.8761 -1.0845 0.0908
O -5.2187 2.0667 1.5589
C -4.7197 3.1554 1.6444
O -3.3917 3.2591 1.8089
C -2.6860 4.5056 1.7783
C -2.7268 5.2124 3.1177
C -5.5685 4.4093 1.6391
H -3.0505 5.1339 0.9640
H -1.6602 4.2399 1.5295
H -3.7451 5.4759 3.4073
H -2.1343 6.1267 3.0793
H -2.3233 4.5642 3.8955
H -5.9863 4.5461 2.6353
H -6.3820 4.2614 0.9328
H -5.0346 5.3105 1.3480
O -0.5851 4.3286 -0.2100
C -0.9383 3.7915 -1.2259
O -0.0283 3.5154 -2.1738
C -0.3638 2.8035 -3.3698
C -0.8932 3.7284 -4.4475
C -2.3960 3.4670 -1.4742
H -1.0469 1.9842 -3.1422
H 0.5643 2.3475 -3.7086
H -1.8148 4.2236 -4.1383
H -1.0959 3.1679 -5.3605
H -0.1625 4.5074 -4.6664
H -2.8994 4.3735 -1.8094
H -2.8309 3.1431 -0.5309
H -2.5621 2.6741 -2.1980
O 0.3106 -3.0514 2.0777
C -0.4384 -3.4975 2.8939
O -0.6347 -4.8374 2.9394
C -1.4083 -5.4748 3.9493
C -2.8905 -5.4516 3.6314
C -1.2291 -2.5969 3.8182
H -1.1892 -5.0497 4.9311
H -1.0530 -6.5044 3.9671
H -3.2755 -4.4329 3.5851
H -3.4524 -5.9962 4.3920
H -3.0719 -5.9129 2.6608
H -2.0829 -2.2053 3.2660
H -0.5881 -1.7672 4.1051
H -1.5767 -3.0792 4.7296
```

Calculated values
HOMO = -0.0558 Eh
LUMO = 2.051 eV
Charge = -1
Gap between HOMO and LUMO = 3.571 eV

List of Mulliken charges in e, atom by atom:
1 C -1.216
2 C -0.442
3 S -0.130
4 C -1.047
5 C -0.083
6 C -0.849
7 C 0.086
8 F -0.370
9 C -0.348
10 C -0.801
11 C -0.729
12 C 0.717
13 C -0.433
14 C -0.889
15 C -0.664
16 C -1.110
17 C 0.321
18 H 0.329
19 H 0.295
20 H 0.366
21 H 0.389
22 H 0.279
23 H 0.479
24 H 0.248
25 H -0.032
26 H 0.658
27 H -0.048
28 H 0.202
29 H -0.129
30 H 0.551
31 H 0.429
32 H 0.084
33 H 0.081
34 H 0.456
35 H 0.343
36 H 0.460
37 H 0.701
38 H 0.561
39 H 0.299
40 O -0.571
41 C 0.878
42 O -0.118
43 C -0.312
44 C -1.343
45 C -1.242
46 H 0.339
47 H 0.433
48 H 0.297
49 H 0.406
50 H 0.314
51 H 0.310
52 H 0.326
53 H 0.361
54 O -0.622
55 C 0.758
56 O -0.392
57 C 0.011
58 C -1.144
59 C 0.020
60 H 0.009
61 H 0.397
62 H 0.270
63 H 0.382
64 H 0.316
65 H 0.347
66 H -0.785
67 H 0.351
68 O -0.431
69 C 0.724
70 O -0.369
71 C -0.446
72 C -0.953
73 C -0.984
74 H 0.381
75 H 0.301
76 H 0.268
77 H 0.347
78 H 0.301
79 H 0.171
80 H 0.305
81 H 0.373


Formula: C2HClN2OS
Source: OMol25
Level of theory: ωB97M-V with the def2-TZVPD basis set

Structure (XYZ):
```
8
Properties=species:S:1:pos:R:3
S 1.6802 -0.0419 1.0334
C 0.3176 -0.0269 0.0401
O 0.4138 0.5265 -1.2409
N -1.0013 0.1292 -1.6914
N -1.6204 -0.3436 -0.7977
C -0.9123 -0.5621 0.3466
Cl -1.3734 -0.8857 2.0025
H 2.4959 1.2045 0.3075
```

Calculated values
HOMO = -0.3429 Eh
LUMO = -0.412 eV
Gap between HOMO and LUMO = 8.918 eV
Energy above the lowest of the compared OMol25 structures with the same formula, charge and spin = 63.67 kcal/mol

List of natural (NBO) charges in e, atom by atom:
1 S 0.093
2 C 0.097
3 O -0.359
4 N 0.131
5 N -0.147
6 C -0.071
7 Cl 0.058
8 H 0.198


Formula: C28H43ClIN3O6SSr
Source: OMol25
Level of theory: ωB97M-V with the def2-TZVPD basis set

Structure (XYZ):
```
84
Properties=species:S:1:pos:R:3
C -3.1373 3.1021 -3.1782
O -3.5881 1.7445 -2.9870
C -4.9633 1.6542 -3.4379
C -5.4833 0.1550 -3.6531
C -5.1691 -0.8480 -2.4361
C -5.2344 -0.1758 -0.9702
C -3.7271 -0.1693 -0.3895
C -3.7078 0.7643 0.9216
C -2.4125 1.7060 1.0721
C -1.7278 1.4105 2.4935
C -1.2441 -0.1319 2.7011
C 0.3356 -0.3629 2.6677
C 1.0275 -0.7237 1.2444
S -0.2642 -0.6939 -0.1474
N 2.0495 0.2793 0.7735
C 1.5030 1.7005 0.6384
N 2.6066 2.7318 0.8127
C 2.9956 -0.1263 -0.3122
I 5.0255 0.0455 0.6298
C 2.9618 0.7940 -1.6490
C 1.7672 0.7867 -2.6805
C 1.8900 1.7327 -3.8933
N 2.9002 2.6573 -4.2579
C 3.9836 2.7458 -3.3387
C 4.0318 1.8286 -2.0552
C 2.9749 -1.6253 -0.8576
C 4.4697 -2.2071 -1.1438
O 5.0313 -3.1292 -0.4930
O 5.1529 -1.6877 -2.2556
C 1.9999 -2.6816 -0.1432
C 1.5352 -2.2382 1.3678
C 2.8037 -2.6037 2.2363
C 3.0486 -2.0003 3.6647
O 3.4948 -0.6144 3.7260
C 3.2217 -0.0004 4.9735
O 3.7458 1.1206 5.2225
C 0.3514 -3.2724 1.8285
C 0.4752 -4.7287 1.2161
O 1.2339 -5.6404 1.5795
Cl -0.6538 -5.1222 -0.1987
H -3.1822 3.4229 -4.2745
H -3.8499 3.8094 -2.6041
H -2.0826 3.2839 -2.7829
H -5.6463 2.2470 -2.7267
H -5.0134 2.1847 -4.4599
H -6.6055 0.0989 -3.9147
H -4.9255 -0.2627 -4.5735
H -5.8373 -1.7848 -2.5227
H -4.0937 -1.2301 -2.5951
H -5.8989 -0.8651 -0.3242
H -5.7406 0.8519 -0.9464
H -2.9327 0.1010 -1.1615
H -3.5284 -1.2529 -0.0318
H -3.8584 0.0636 1.8315
H -4.6586 1.4245 0.9071
H -2.8224 2.7892 1.1431
H -1.7073 1.7075 0.1780
H -2.5660 1.6149 3.2686
H -0.9037 2.1710 2.7878
H -1.8813 -0.8861 2.1236
H -1.5521 -0.3369 3.8049
H 0.8141 0.5940 3.1208
H 0.5310 -1.1563 3.4864
H -1.3103 -1.5408 0.1508
H 2.6341 0.4011 1.6440
H 0.7977 1.9849 1.5074
H 0.8747 1.8744 -0.2905
H 2.6696 2.9502 1.8283
H 2.2884 3.5622 0.2906
H 0.8756 0.0926 -2.5672
H 1.0121 1.6689 -4.6408
H 4.8309 3.5197 -3.5752
H 4.9608 2.0143 -1.3942
H 2.5608 -1.6092 -1.9432
H 1.1268 -3.0416 -0.7903
H 2.6378 -3.6385 0.0157
H 3.7796 -2.4762 1.6209
H 2.7640 -3.7560 2.3868
H 3.9023 -2.6189 4.1511
H 2.1677 -2.1419 4.4077
H 2.5136 -0.4843 5.7259
H -0.6943 -2.8322 1.7326
H 0.5239 -3.3918 2.9695
Sr 5.7217 4.6973 -2.2550
```

Calculated values
HOMO = -0.4300 Eh
LUMO = -9.323 eV
Charge = +2
Gap between HOMO and LUMO = 2.377 eV

List of Mulliken charges in e, atom by atom:
1 C -0.719
2 O -0.088
3 C -0.626
4 C -0.758
5 C -0.554
6 C -0.817
7 C -0.088
8 C -0.939
9 C -0.023
10 C -1.106
11 C -0.660
12 C -0.399
13 C 0.898
14 S 0.072
15 N 0.573
16 C -0.827
17 N -0.469
18 C -1.098
19 I 0.166
20 C 0.042
21 C -0.090
22 C -0.429
23 N -0.506
24 C -0.212
25 C 0.858
26 C 0.602
27 C 0.142
28 O -0.576
29 O -0.728
30 C -1.740
31 C 0.162
32 C -0.727
33 C -0.854
34 O -0.209
35 C 0.189
36 O -0.515
37 C -0.401
38 C 0.324
39 O -0.440
40 Cl -0.181
41 H 0.303
42 H 0.313
43 H 0.134
44 H 0.347
45 H 0.406
46 H 0.301
47 H 0.287
48 H 0.395
49 H 0.170
50 H 0.409
51 H 0.352
52 H 0.210
53 H 0.177
54 H 0.404
55 H 0.516
56 H 0.463
57 H -0.202
58 H 0.430
59 H 0.381
60 H 0.248
61 H 0.402
62 H 0.439
63 H 0.069
64 H 0.112
65 H 0.479
66 H 0.111
67 H 0.427
68 H 0.310
69 H 0.326
70 H 0.346
71 H 0.399
72 H -0.080
73 H -0.489
74 H 0.587
75 H 0.329
76 H 0.558
77 H 0.196
78 H 0.390
79 H 0.420
80 H 0.343
81 H 0.376
82 H 0.425
83 H 0.362
84 Sr 1.873


Formula: H4O2
Source: OMol25
Level of theory: ωB97M-V with the def2-TZVPD basis set

Structure (XYZ):
```
6
Properties=species:S:1:pos:R:3
O -16.1220 21.8815 21.8504
H -16.1756 22.7746 22.1905
H -16.0153 21.3343 22.6286
O -16.1384 22.2006 19.0369
H -15.9711 21.2608 18.9655
H -16.3042 22.3448 19.9685
```

Calculated values
2S+1 = 2
HOMO (spin up / spin down) = -0.6827 / -0.6490 Eh
LUMO (spin up / spin down) = -4.561 / -12.368 eV
Charge = +1
Gap between HOMO and LUMO (spin up / spin down) = 14.017 / 5.292 eV
Energy above the lowest of the compared OMol25 structures with the same formula, charge and spin = 21.82 kcal/mol

List of natural (NBO) charges in e, atom by atom:
1 O -0.885
2 H 0.503
3 H 0.525
4 O -0.183
5 H 0.517
6 H 0.524


The DFT total energy results, record by record, are as follows: -10465.6189, -18961.8420, -12890.9708, -54581.8904, -30471.7434, -78752.7494, -4148.1608 eV.